1.
18 unconnected molecules or ions with the total composition C2H41N2O17 in a non-equilibrium geometry. Source: OMol25; level of theory: wB97M-V/def2-TZVPD.

```
62
C2H41N2O17, DFT wB97M-V/def2-TZVPD
C 0.64 1.36 0.24
C 0.44 0.51 -0.77
N -0.89 0.33 -1.36
N 1.88 1.68 0.72
H -0.19 1.90 0.68
H 1.21 -0.09 -1.21
H -0.80 -0.31 -2.16
H -1.53 -0.07 -0.65
H -1.33 1.18 -1.70
H 2.69 1.27 0.28
H 1.93 2.09 1.64
H 0.48 -1.96 -2.60
H 0.04 -1.82 -4.15
O 0.29 -1.34 -3.35
H -4.29 0.14 -1.25
H -4.82 0.82 -2.54
O -4.04 0.76 -1.97
H 3.15 0.72 -2.17
H 4.69 0.82 -1.70
O 3.79 0.67 -1.40
H -3.22 0.73 1.79
H -1.98 0.01 2.29
O -2.30 0.91 1.99
H -1.96 -2.01 3.64
H -0.55 -1.26 3.37
O -1.45 -1.54 2.96
H 1.47 1.51 -3.38
H 1.54 -0.02 -3.54
O 2.13 0.77 -3.48
H 0.83 4.11 -0.48
H -0.74 4.03 -0.61
O 0.09 4.33 -1.05
H -1.54 -1.81 1.14
H -0.87 -2.10 -0.27
O -1.67 -1.71 0.16
H 0.03 2.36 4.43
H -0.75 1.84 3.19
O 0.15 1.93 3.57
H 3.70 -2.37 -0.68
H 3.30 -0.86 -0.69
O 3.07 -1.75 -0.30
H -2.81 2.80 -0.46
H -2.10 2.30 0.83
O -2.10 3.02 0.16
H 0.80 0.25 3.82
H 1.45 -1.15 3.36
O 0.81 -0.72 3.98
H 0.65 -3.54 -0.51
H 1.44 -2.19 -0.74
O 0.63 -2.69 -0.98
H -4.96 -1.50 0.40
H -3.44 -1.27 0.06
O -4.32 -0.82 0.16
H 3.15 -2.45 2.85
H 2.71 -1.95 1.47
O 2.35 -2.23 2.35
H 0.46 -4.87 1.67
H 1.38 -3.61 1.61
O 1.00 -4.34 1.08
H 0.02 3.20 -4.01
H 0.15 3.32 -2.47
O 0.11 2.66 -3.21
```

The value obtained for the relative energy (zero: lowest compared OMol25 entry of this formula, charge and spin) is 0.00 kcal/mol. The lowest unoccupied orbital energy is -2.273 eV. For the total energy, the calculation gives -1489.30701 Ha. The charge is +1.

2.
A molecular structure, C25H29Cl2N5O3SeTi in a non-equilibrium geometry. Source: OMol25; level of theory: wB97M-V/def2-TZVPD.

```
66
C25H29Cl2N5O3SeTi, DFT wB97M-V/def2-TZVPD
Ti 0.45 -0.59 -0.72
O -1.09 -2.03 -1.11
C -2.09 -1.69 -2.10
C -3.43 -1.44 -1.40
C -3.20 -0.70 -0.06
C -2.46 0.60 -0.21
C -3.10 1.74 -0.70
C -2.44 2.95 -0.70
C -1.16 3.01 -0.17
C -0.57 1.83 0.26
N -1.18 0.64 0.21
H -0.95 -2.99 -1.12
H -2.18 -2.48 -2.85
H -1.74 -0.77 -2.60
H -3.92 -2.39 -1.19
H -4.07 -0.86 -2.06
H -2.64 -1.35 0.62
H -4.18 -0.50 0.38
H -4.12 1.66 -1.05
H -2.92 3.84 -1.08
H -0.63 3.94 -0.09
H 0.43 1.84 0.70
Cl 1.58 0.60 -7.64
C 1.29 0.60 -5.95
C 0.87 1.79 -5.34
C 0.59 1.79 -3.99
Cl 0.05 3.21 -3.20
C 0.71 0.63 -3.21
O 0.34 0.63 -1.95
C 1.24 -0.56 -3.82
C 1.52 -1.69 -3.03
O 1.35 -1.75 -1.75
C 1.49 -0.55 -5.22
H 0.76 2.69 -5.92
H 1.96 -2.57 -3.50
H 1.84 -1.45 -5.69
Se 0.91 -2.05 1.52
N 1.36 -0.35 0.96
C 2.60 -0.45 0.37
C 3.27 0.60 -0.25
C 4.52 0.36 -0.79
C 5.12 -0.90 -0.69
C 4.48 -1.96 -0.09
C 3.20 -1.76 0.44
N 2.46 -2.71 1.01
H 2.82 1.59 -0.29
H 5.04 1.16 -1.29
H 6.11 -1.05 -1.10
H 4.92 -2.94 -0.02
N -1.02 0.56 5.80
C -0.26 1.37 4.81
C 0.36 0.41 3.79
N -0.65 -0.40 3.13
C -1.48 -1.11 4.06
C -2.11 -0.19 5.12
H -1.41 1.15 6.54
H -0.38 -0.12 6.24
H 0.51 1.95 5.32
H -0.95 2.05 4.33
H 1.07 -0.26 4.27
H 0.91 0.97 3.03
H -1.18 0.15 2.46
H -0.86 -1.87 4.56
H -2.27 -1.64 3.52
H -2.68 -0.77 5.84
H -2.77 0.54 4.64
```

The value obtained for the relative energy (zero: lowest compared OMol25 entry of this formula, charge and spin) is 34.90 kcal/mol. The lowest unoccupied orbital energy (alpha / beta) is -5.591 / -5.870 eV. The multiplicity is 3. For the total energy, the calculation gives -5640.35111 Ha. The charge is +2.

3.
A molecular structure, C24H31AgCl5N3O2PS3 in a non-equilibrium geometry. Source: OMol25; level of theory: wB97M-V/def2-TZVPD.

```
70
C24H31AgCl5N3O2PS3, DFT wB97M-V/def2-TZVPD
Ag -0.34 0.66 0.24
Cl 0.81 -3.79 -5.84
C 0.46 -2.51 -4.75
C 0.05 -2.76 -3.44
Cl -0.03 -4.40 -2.90
C -0.27 -1.74 -2.59
Cl -0.82 -2.06 -0.99
C -0.14 -0.36 -2.95
O -0.40 0.58 -2.16
C 0.29 -0.15 -4.30
Cl 0.46 1.49 -4.81
C 0.57 -1.18 -5.16
Cl 1.11 -0.85 -6.77
S 1.60 1.79 1.47
C 0.68 1.85 2.96
C 0.73 3.01 3.72
C 0.06 3.12 4.93
C -0.65 2.04 5.42
C -0.70 0.87 4.68
C -0.07 0.77 3.45
S -0.32 -0.72 2.54
H 1.31 3.84 3.34
H 0.10 4.05 5.49
H -1.15 2.09 6.37
H -1.24 0.01 5.05
C 3.34 -4.33 1.14
N 2.23 -3.93 2.08
C 2.86 -3.16 3.25
N 3.67 -2.10 2.81
C 4.68 -2.55 1.87
N 4.09 -3.21 0.72
C 3.29 -2.28 -0.07
P 1.81 -1.40 0.83
C 1.21 -3.11 1.40
C 2.88 -0.98 2.30
H 2.89 -4.83 0.27
H 3.98 -5.04 1.67
H 1.78 -4.78 2.46
H 3.45 -3.88 3.81
H 2.04 -2.76 3.86
H 5.35 -3.26 2.38
H 5.27 -1.69 1.53
H 2.89 -2.82 -0.94
H 3.95 -1.50 -0.46
H 0.85 -3.65 0.52
H 0.36 -2.95 2.08
H 2.23 -0.61 3.10
H 3.53 -0.16 2.00
C -5.72 1.76 -2.30
C -4.40 1.86 -3.05
C -3.34 0.97 -2.42
S -2.51 1.69 -0.92
O -3.59 2.32 -0.15
C -1.61 3.07 -1.76
C -2.19 4.43 -1.43
C -1.68 4.94 -0.09
H -6.46 2.45 -2.71
H -5.56 2.01 -1.25
H -6.11 0.75 -2.37
H -4.06 2.90 -3.06
H -4.54 1.56 -4.10
H -2.52 0.75 -3.11
H -3.77 0.03 -2.08
H -1.62 2.85 -2.83
H -0.58 2.99 -1.41
H -3.28 4.36 -1.39
H -1.92 5.14 -2.22
H -2.01 4.27 0.71
H -2.06 5.94 0.12
H -0.59 4.97 -0.08
```

The lowest unoccupied orbital energy is 1.517 eV. For the total energy, the calculation gives -5231.74446 Ha. The charge is -1.

4.
2 unconnected molecules or ions with the total composition C2H4O4 in a non-equilibrium geometry. Source: OMol25; level of theory: wB97M-V/def2-TZVPD.

```
10
C2H4O4, DFT wB97M-V/def2-TZVPD
O 0.91 0.76 0.46
O 2.15 -1.00 0.02
C 1.48 -0.22 0.89
H 2.76 -1.64 0.48
H 1.63 -0.69 1.89
O -3.39 0.40 -1.09
O -1.32 1.35 -0.99
C -2.19 0.32 -0.73
H -0.37 1.22 -0.72
H -1.66 -0.50 -0.21
```

Its SMILES is O=CO.O=CO. The value obtained for the relative energy (zero: lowest compared OMol25 entry of this formula, charge and spin) is 25.31 kcal/mol. The lowest unoccupied orbital energy is -0.031 eV. For the total energy, the calculation gives -379.55811 Ha. The charge is 0.

5.
A molecular structure, C39H37BIrN3O5P2 in a non-equilibrium geometry. Source: OMol25; level of theory: wB97M-V/def2-TZVPD.

```
88
C39H37BIrN3O5P2, DFT wB97M-V/def2-TZVPD
Ir 0.39 -1.35 -0.72
N -2.13 -1.20 1.37
P -1.30 -0.72 -1.82
C -2.01 0.94 -1.69
C -1.25 2.04 -2.12
C -1.78 3.32 -2.03
C -3.06 3.52 -1.51
C -3.79 2.43 -1.06
C -3.27 1.15 -1.15
C -2.69 -1.89 -1.79
C -3.80 -1.69 -2.61
C -4.81 -2.64 -2.65
C -4.72 -3.80 -1.89
C -3.60 -4.01 -1.09
C -2.59 -3.06 -1.04
P -1.05 -0.73 2.38
C -1.62 -0.81 4.10
C -2.31 -1.94 4.53
C -2.78 -2.03 5.83
C -2.58 -0.98 6.72
C -1.90 0.15 6.30
C -1.43 0.24 5.00
C -0.64 0.98 2.01
C -1.69 1.88 1.91
C -1.44 3.21 1.58
C -0.14 3.62 1.32
C 0.91 2.72 1.41
C 0.66 1.40 1.76
H -2.75 -1.93 1.70
H -0.26 1.89 -2.51
H -1.20 4.16 -2.37
H -3.47 4.52 -1.45
H -4.78 2.58 -0.63
H -3.84 0.31 -0.77
H -3.87 -0.80 -3.22
H -5.68 -2.48 -3.29
H -5.51 -4.54 -1.93
H -3.52 -4.92 -0.51
H -1.73 -3.22 -0.41
H -2.48 -2.77 3.84
H -3.31 -2.92 6.15
H -2.95 -1.05 7.73
H -1.75 0.98 6.98
H -0.91 1.14 4.67
H -2.71 1.54 2.07
H -2.26 3.90 1.49
H 0.06 4.65 1.04
H 1.92 3.03 1.18
H 1.47 0.69 1.78
O -1.18 -0.83 -3.53
N 0.02 -0.41 -4.07
N 0.86 -1.36 -4.10
O 0.71 -2.51 -3.68
C 2.18 -0.95 -4.58
C 3.23 -1.80 -4.31
C 4.51 -1.43 -4.69
C 4.72 -0.23 -5.34
C 3.65 0.61 -5.61
C 2.37 0.26 -5.23
H 3.03 -2.73 -3.79
H 5.35 -2.09 -4.47
H 5.72 0.07 -5.63
H 3.81 1.55 -6.12
H 1.52 0.90 -5.42
C 0.88 -3.10 4.13
C 1.36 -1.95 3.26
C 1.91 -0.80 4.08
O 0.33 -1.56 2.31
H 1.73 -3.56 4.62
H 0.38 -3.86 3.52
H 0.19 -2.75 4.90
H 2.15 -2.32 2.60
H 1.11 -0.25 4.57
H 2.49 -0.11 3.47
H 2.57 -1.20 4.85
O 1.76 1.12 -2.04
B 1.63 0.09 -1.07
O 2.77 0.16 -0.20
C 3.53 1.21 -0.65
C 4.72 1.68 -0.14
C 5.29 2.77 -0.79
C 4.68 3.35 -1.90
C 3.48 2.85 -2.41
C 2.92 1.78 -1.76
H 5.18 1.22 0.72
H 6.22 3.18 -0.43
H 5.15 4.19 -2.39
H 3.00 3.29 -3.27
```

The value obtained for the relative energy (zero: lowest compared OMol25 entry of this formula, charge and spin) is 65.13 kcal/mol. The lowest unoccupied orbital energy is 0.165 eV. For the total energy, the calculation gives -2860.68725 Ha. The charge is 0.

6.
C7H13N in the gas phase. Source: OMol25; level of theory: wB97M-V/def2-TZVPD.

```
21
C7H13N, DFT wB97M-V/def2-TZVPD
C 1.31 -0.03 0.18
C -1.52 0.56 1.38
C 2.30 -1.15 -0.12
C 1.81 1.30 -0.39
C -1.24 -0.10 0.07
C -0.02 -0.35 -0.43
C -2.41 -0.49 -0.70
N -3.57 -0.27 -0.26
H 1.21 0.07 1.26
H -4.33 -0.58 -0.87
H 0.04 -0.81 -1.41
H -2.19 -0.97 -1.67
H -2.11 -0.12 2.00
H -2.13 1.44 1.21
H -0.62 0.85 1.91
H 2.46 -1.25 -1.19
H 1.94 -2.09 0.27
H 3.27 -0.93 0.34
H 2.78 1.55 0.04
H 1.92 1.24 -1.47
H 1.11 2.11 -0.16
```

Its SMILES is [H]/N=C/C(C)=C/C(C)C. The value obtained for the relative energy (zero: lowest compared OMol25 entry of this formula, charge and spin) is 13.05 kcal/mol. The lowest unoccupied orbital energy is 0.988 eV. For the total energy, the calculation gives -329.25066 Ha. The charge is 0.

Question: Number 3 is which compound?
Answer: C24H31AgCl5N3O2PS3